Record 1
{"formula": "C10H10AsBaO13S", "method": "the ωB97M-V functional and the def2-TZVPD basis", "species": ["Ba", "O", "C", "O", "C", "O", "C", "C", "O", "O", "H", "H", "H", "H", "H", "O", "As", "O", "O", "C", "C", "C", "C", "C", "C", "S", "O", "O", "O", "H", "H", "H", "H", "H", "O", "O"], "coordinates": [[0.376, -1.084, 0.267], [-2.137, 1.966, -0.568], [-0.819, 1.899, -0.706], [-0.279, 0.940, -1.235], [-0.135, 3.233, -0.513], [1.188, 3.182, -0.072], [1.407, 2.965, 1.326], [0.303, 2.241, 2.136], [0.093, 2.646, 3.271], [-0.223, 1.256, 1.523], [-2.523, 1.110, -0.820], [-0.764, 3.874, 0.112], [-0.105, 3.661, -1.519], [1.644, 3.923, 1.792], [2.293, 2.324, 1.392], [-1.944, -4.035, -1.687], [-1.943, -2.247, -1.696], [-3.460, -1.822, -2.089], [-2.005, -2.081, 0.459], [-2.353, -3.230, 1.056], [-3.699, -3.612, 1.035], [-4.120, -4.797, 1.604], [-3.211, -5.653, 2.210], [-1.870, -5.311, 2.223], [-1.429, -4.123, 1.654], [0.326, -3.832, 1.667], [0.521, -2.539, 2.357], [0.980, -4.955, 2.275], [0.671, -3.635, 0.224], [-1.099, -4.338, -1.321], [-4.389, -2.945, 0.534], [-5.170, -5.063, 1.566], [-3.540, -6.583, 2.656], [-1.132, -5.964, 2.669], [2.983, -0.245, -0.525], [3.016, -0.032, 0.655]], "relative_energy_ev": 0.3259, "homo_lumo_gap_ha": 0.1534, "largest_force_ha_per_bohr": 0.0253, "total_energy_ha": -4024.7286, "total_charge": -1}

---

Record 2
{"formula": "C10H10BBrF4Pd", "method": "the ωB97M-V functional and the def2-TZVPD basis", "species": ["C", "C", "C", "H", "C", "C", "H", "H", "H", "H", "Pd", "Br", "C", "C", "C", "H", "C", "C", "H", "H", "H", "H", "F", "B", "F", "F", "F"], "coordinates": [[-0.984, -0.906, -2.103], [0.001, -0.481, -3.066], [1.274, -1.064, -2.735], [-0.146, 0.361, -3.754], [1.064, -1.755, -1.451], [-0.348, -1.753, -1.164], [-0.812, -2.141, -0.252], [-1.957, -0.516, -1.903], [2.269, -0.879, -3.204], [1.796, -2.215, -0.846], [0.565, 0.174, -1.288], [-0.386, 3.178, -1.526], [-0.753, 0.994, 2.344], [-1.259, -0.332, 2.223], [-2.433, -0.280, 1.426], [-0.770, -1.223, 2.618], [-2.661, 1.073, 1.084], [-1.646, 1.867, 1.672], [-1.490, 2.920, 1.507], [0.209, 1.270, 2.744], [-3.003, -1.139, 1.083], [-3.433, 1.456, 0.389], [2.110, -0.808, 1.573], [3.005, 0.279, 1.273], [3.064, 0.368, -0.188], [2.456, 1.490, 1.746], [4.270, 0.058, 1.797]], "relative_energy_ev": 0.6816, "homo_lumo_gap_ha": [0.1941, 0.1520], "largest_force_ha_per_bohr": 0.1865, "total_energy_ha": -3513.3839, "multiplicity": 3, "total_charge": -2}

---

Record 3
{"formula": "C10H10BiBrCl", "method": "the ωB97M-V functional and the def2-TZVPD basis", "species": ["C", "C", "C", "H", "C", "C", "H", "H", "H", "H", "Bi", "Br", "C", "C", "C", "H", "C", "C", "H", "H", "H", "H", "Cl"], "coordinates": [[-1.979, -0.806, 1.411], [-1.771, -1.325, 2.766], [-1.833, -0.181, 3.698], [-1.583, -2.309, 3.023], [-2.030, 1.030, 2.914], [-2.108, 0.657, 1.500], [-2.199, 1.310, 0.696], [-1.974, -1.365, 0.538], [-1.674, -0.230, 4.725], [-2.046, 2.004, 3.289], [0.053, 0.122, 2.304], [1.156, -0.810, 0.416], [2.752, 0.743, -2.649], [1.647, 1.536, -3.084], [0.651, 0.656, -3.608], [1.578, 2.602, -3.029], [1.140, -0.681, -3.496], [2.439, -0.628, -2.903], [3.068, -1.467, -2.690], [3.656, 1.110, -2.210], [-0.296, 0.948, -4.014], [0.625, -1.568, -3.804], [0.727, -1.348, 4.209]], "relative_energy_ev": 2.2451, "homo_lumo_gap_ha": 0.1774, "largest_force_ha_per_bohr": 0.1104, "total_energy_ha": -3635.7837, "total_charge": -1}

---

Record 4
{"formula": "C10H10BrClEuO4", "method": "the ωB97M-V functional and the def2-TZVPD basis", "species": ["C", "C", "C", "H", "C", "C", "H", "H", "H", "H", "Eu", "Br", "C", "C", "C", "H", "C", "C", "H", "H", "H", "H", "O", "Cl", "O", "O", "O"], "coordinates": [[-1.435, -0.891, -2.071], [-1.573, -1.939, -1.109], [-2.380, -1.436, -0.030], [-1.266, -2.988, -1.271], [-2.715, -0.065, -0.339], [-2.135, 0.260, -1.600], [-2.237, 1.202, -2.140], [-0.959, -0.986, -3.055], [-2.855, -2.045, 0.762], [-3.334, 0.607, 0.275], [0.136, -1.075, 1.602], [1.419, -3.361, 0.481], [2.416, 1.404, -0.007], [1.558, 2.159, -0.864], [1.314, 1.394, -2.030], [1.156, 3.172, -0.664], [2.016, 0.164, -1.903], [2.686, 0.165, -0.640], [3.390, -0.616, -0.304], [2.853, 1.760, 0.949], [0.710, 1.694, -2.896], [2.101, -0.618, -2.674], [-0.866, -0.876, 4.007], [-0.171, 0.422, 3.968], [-0.625, 1.382, 4.917], [1.229, 0.054, 4.054], [-0.433, 1.056, 2.583]], "homo_lumo_gap_ha": [0.2465, 0.1432], "largest_force_ha_per_bohr": 0.0586, "total_energy_ha": -4432.2455, "multiplicity": 7, "total_charge": -1}